{
  "formula": "C44H118NNiO16",
  "method": "ωB97M-V/def2-TZVPD",
  "elements": ["Ni", "C", "C", "C", "C", "C", "C", "N", "O", "C", "C", "C", "H", "H", "H", "H", "H", "H", "H", "H", "H", "H", "H", "H", "H", "H", "H", "H", "H", "H", "C", "C", "C", "O", "H", "H", "H", "H", "H", "H", "H", "H", "C", "C", "C", "O", "H", "H", "H", "H", "H", "H", "H", "H", "C", "C", "C", "O", "H", "H", "H", "H", "H", "H", "H", "H", "C", "C", "C", "O", "H", "H", "H", "H", "H", "H", "H", "H", "C", "C", "C", "O", "H", "H", "H", "H", "H", "H", "H", "H", "C", "C", "C", "O", "H", "H", "H", "H", "H", "H", "H", "H", "C", "C", "C", "O", "H", "H", "H", "H", "H", "H", "H", "H", "C", "C", "C", "O", "H", "H", "H", "H", "H", "H", "H", "H", "C", "C", "C", "O", "H", "H", "H", "H", "H", "H", "H", "H", "C", "C", "C", "O", "H", "H", "H", "H", "H", "H", "H", "H", "C", "O", "H", "H", "H", "H", "C", "O", "H", "H", "H", "H", "C", "O", "H", "H", "H", "H", "C", "O", "H", "H", "H", "H", "C", "O", "H", "H", "H", "H"],
  "positions_angstrom": [[-32.65436, -12.50825, 8.61864], [-32.16318, -12.76679, 3.49523], [-31.20677, -13.68933, 4.39915], [-30.04913, -14.18035, 3.49663], [-29.00727, -13.13387, 3.16481], [-28.39193, -12.50002, 4.42637], [-29.51149, -12.00842, 5.42152], [-30.57895, -12.98211, 5.59839], [-31.44726, -12.77629, 6.71742], [-30.05511, -10.58935, 4.87414], [-28.80794, -11.62789, 6.79309], [-32.03390, -14.93435, 4.86927], [-32.67614, -13.31062, 2.70200], [-31.49536, -12.08940, 2.96301], [-32.88089, -12.16351, 4.05115], [-30.57607, -14.54666, 2.61559], [-29.62883, -15.10216, 3.89877], [-29.37182, -12.40840, 2.43756], [-28.17629, -13.59457, 2.63064], [-27.79845, -11.63281, 4.13685], [-27.73724, -13.22739, 4.90640], [-29.29846, -9.80923, 4.79057], [-30.71376, -10.07993, 5.57754], [-30.40854, -10.63101, 3.84387], [-27.90693, -11.07561, 6.52616], [-28.35454, -12.47824, 7.30243], [-29.39314, -10.96797, 7.43352], [-32.87565, -14.67692, 5.51213], [-31.37727, -15.57867, 5.45387], [-32.35555, -15.44913, 3.96392], [-26.53706, -9.65188, 2.21400], [-27.59660, -9.76484, 1.18363], [-28.71468, -8.66025, 1.39036], [-27.01008, -9.52165, -0.05941], [-25.67793, -10.31058, 2.34096], [-27.08341, -9.69415, 3.15624], [-25.89001, -8.78522, 2.07859], [-28.08193, -10.73230, 1.05483], [-29.67208, -9.03025, 1.75722], [-28.91115, -8.14445, 0.45043], [-28.39887, -7.98171, 2.18280], [-27.73399, -9.71716, -0.65885], [-25.18288, -10.79941, 6.10509], [-23.78752, -10.57561, 5.48533], [-23.43354, -9.05611, 5.45588], [-22.91693, -11.24860, 6.33238], [-25.28507, -10.52711, 7.15557], [-25.46308, -11.83616, 5.91870], [-25.93794, -10.36142, 5.45229], [-23.80990, -10.98198, 4.47416], [-24.20658, -8.58526, 4.84859], [-22.49990, -9.04195, 4.89354], [-23.28184, -8.53534, 6.40133], [-23.11137, -10.99948, 7.23887], [-32.77783, -8.36745, 8.86346], [-31.56679, -9.17486, 8.65465], [-30.30370, -8.67129, 9.29138], [-31.84985, -10.52850, 9.22392], [-33.71128, -8.92177, 8.76597], [-32.90749, -7.55250, 8.15132], [-32.69102, -7.97522, 9.87673], [-31.37510, -9.49104, 7.62928], [-30.36898, -8.53748, 10.37117], [-29.91836, -7.70926, 8.95358], [-29.52499, -9.41723, 9.13235], [-31.94307, -10.51991, 10.17934], [-32.16075, -5.17862, 4.20712], [-33.02652, -6.42709, 3.85376], [-32.08502, -7.65999, 3.71784], [-33.68606, -6.56527, 5.08528], [-31.65181, -5.16766, 5.17096], [-32.84535, -4.34579, 4.04648], [-31.33496, -5.12676, 3.49756], [-33.69642, -6.24452, 3.01351], [-31.17498, -7.51786, 4.30069], [-31.84277, -7.80152, 2.66457], [-32.66577, -8.54304, 3.98441], [-34.40813, -7.18772, 4.97232], [-30.18214, -20.12771, 3.26964], [-30.54091, -19.57380, 4.62505], [-30.50133, -18.08412, 4.78462], [-31.85552, -19.88508, 4.88516], [-30.76847, -19.69444, 2.45934], [-30.27280, -21.21373, 3.29086], [-29.12869, -19.85959, 3.18931], [-29.96675, -20.06039, 5.41351], [-29.48092, -17.74142, 4.95614], [-31.14619, -17.82673, 5.62486], [-30.99800, -17.65218, 3.91582], [-31.88086, -20.84471, 4.89233], [-27.01332, -11.67454, 10.15697], [-27.92938, -11.72357, 11.40336], [-27.73687, -10.57704, 12.42270], [-29.20621, -11.83037, 10.76070], [-27.11051, -10.77901, 9.54321], [-27.21899, -12.55559, 9.54906], [-25.96832, -11.59902, 10.45759], [-27.73577, -12.73064, 11.77272], [-26.80443, -10.42562, 12.96651], [-28.55918, -10.54732, 13.13756], [-27.79812, -9.61738, 11.90949], [-29.87679, -11.41010, 11.30411], [-25.96793, -15.39200, -2.61073], [-25.94319, -14.09158, -1.69036], [-26.89981, -14.08739, -0.51572], [-24.66837, -13.76617, -1.11334], [-26.97310, -15.68867, -2.91033], [-25.46258, -16.24627, -2.16026], [-25.41599, -15.21042, -3.53295], [-26.08523, -13.16400, -2.24489], [-27.90328, -13.82905, -0.85396], [-26.59930, -13.46320, 0.32580], [-26.93209, -15.10076, -0.11555], [-24.83402, -12.92667, -0.67815], [-28.95871, -6.28898, 6.33686], [-27.84513, -6.35912, 7.40833], [-26.84876, -7.51303, 7.22005], [-26.92823, -5.25786, 7.35381], [-29.70066, -7.06987, 6.50366], [-28.48814, -6.46114, 5.36887], [-29.46871, -5.32566, 6.33167], [-28.33689, -6.34793, 8.38104], [-26.24001, -7.45966, 6.31745], [-27.17024, -8.55403, 7.25276], [-26.13287, -7.56182, 8.04054], [-27.49349, -4.49617, 7.50176], [-22.84004, -14.56920, 2.33452], [-23.64349, -14.35627, 3.60752], [-25.02059, -13.73235, 3.35067], [-23.82880, -15.65938, 4.22395], [-22.77964, -13.62095, 1.80039], [-23.23113, -15.42547, 1.78504], [-21.79221, -14.85843, 2.41518], [-23.10777, -13.78022, 4.36202], [-25.60131, -13.74548, 4.27300], [-25.62533, -14.16976, 2.55628], [-24.87324, -12.68419, 3.09038], [-24.40661, -16.21569, 3.69644], [-35.63185, -14.66230, 6.67953], [-34.81299, -14.96138, 7.89688], [-34.44124, -16.41763, 7.97593], [-33.66533, -14.18982, 7.77171], [-35.22058, -14.91751, 5.70288], [-35.88723, -13.60701, 6.58336], [-36.52491, -15.28689, 6.65881], [-35.36094, -14.87574, 8.83524], [-33.63051, -16.59012, 8.68379], [-34.04951, -16.91679, 7.08967], [-35.24341, -17.06655, 8.32742], [-33.22987, -14.35937, 6.93312], [-30.72055, -14.82025, 9.20350], [-31.07166, -13.52327, 9.68904], [-31.59052, -15.38141, 8.86241], [-30.04696, -14.86442, 8.34766], [-30.33624, -15.55653, 9.90939], [-30.38200, -12.99214, 10.09384], [-29.60011, -16.86620, 1.11862], [-29.78259, -18.15605, 0.67023], [-29.06629, -16.25595, 0.39011], [-30.58721, -16.44989, 1.31972], [-29.05132, -16.85436, 2.06031], [-29.96023, -18.71765, 1.42828], [-26.30510, -15.09376, 7.12892], [-26.04078, -15.20375, 8.55633], [-26.36088, -14.08659, 6.71588], [-25.57167, -15.67560, 6.57068], [-27.29951, -15.45469, 6.86628], [-25.09140, -15.16688, 8.69388], [-31.30496, -12.51531, -0.04020], [-31.61194, -12.44964, -1.45362], [-30.59865, -13.31088, 0.19713], [-30.87131, -11.53351, 0.14987], [-32.18936, -12.75663, 0.54945], [-31.92838, -13.25389, -1.87155], [-33.75348, -10.55668, 6.37558], [-34.23501, -11.38904, 7.49541], [-34.36623, -10.75788, 5.49686], [-33.65468, -9.49306, 6.59252], [-32.74866, -10.85664, 6.07814], [-35.17710, -11.20464, 7.50341]],
  "forces_ev_per_angstrom": [[1.0, 0.1, -1.4], [1.5, 0.3, 0.8], [-1.1, -0.3, -0.1], [-0.8, -0.3, 0.1], [0.8, -0.1, 0.0], [-1.6, -0.2, -0.1], [1.7, 2.8, 0.7], [-3.8, 0.7, 2.5], [2.4, -0.7, -3.5], [0.4, -0.6, 0.0], [0.3, -0.4, -1.2], [1.3, 0.9, 0.2], [0.0, -0.5, 0.4], [-0.2, 0.2, 0.0], [0.0, -0.2, 0.2], [0.2, 0.2, -0.4], [0.3, 0.1, 0.4], [-0.3, 0.3, 0.3], [0.0, -0.3, -0.1], [0.0, 0.0, 0.2], [-0.1, 0.0, 0.2], [0.9, -0.5, 0.2], [-0.7, -0.6, -0.2], [-0.6, -0.2, 0.3], [-0.1, 0.3, -0.3], [-0.7, -0.3, 0.3], [-0.2, -0.4, 0.1], [-0.1, 0.1, -0.8], [0.0, -0.2, -0.1], [-0.2, -0.1, 0.2], [0.8, -0.1, 1.5], [-1.0, 0.9, -0.9], [0.4, -0.7, 0.7], [0.4, -0.1, -1.1], [-0.6, -1.4, -0.7], [0.4, 0.6, 0.5], [-1.0, 1.0, 0.1], [0.0, -0.5, 0.9], [-0.1, -0.5, -0.1], [0.2, 0.1, 0.2], [0.2, 0.4, -0.3], [0.3, 0.2, -0.8], [-0.5, -0.5, -1.9], [-1.7, 1.9, 2.3], [0.1, -1.3, -1.4], [1.5, -1.2, -0.3], [0.0, 0.1, -0.1], [0.3, -0.5, 0.7], [-0.2, 1.0, 0.3], [0.5, -0.1, 0.1], [0.1, 0.4, 0.1], [0.1, 0.5, 0.1], [-0.3, -0.4, 0.1], [0.1, 0.1, 0.0], [-0.9, 1.0, 0.2], [0.3, -1.4, -0.4], [0.8, -0.2, 0.3], [-0.2, -1.7, 0.0], [0.2, -0.3, 0.2], [0.5, 0.3, 0.1], [-0.5, 0.3, 0.0], [0.0, 0.5, -0.2], [-0.5, -0.1, 0.2], [-0.4, -0.1, -0.5], [0.2, 0.1, 0.0], [0.1, 0.6, 0.3], [-0.2, -0.2, -2.2], [3.1, 0.3, 2.0], [-1.1, 0.6, -1.3], [-1.6, -0.6, 0.7], [-0.7, -0.4, 0.2], [0.5, 0.4, 0.4], [-0.1, 0.4, -0.4], [0.1, -0.1, 0.0], [-0.2, -0.2, 0.1], [0.4, 0.0, -0.1], [0.2, -0.2, 0.3], [-0.3, -0.1, 0.1], [1.3, 0.4, 0.7], [0.0, -0.1, 0.2], [0.1, 0.2, -0.1], [-2.2, -0.8, 0.5], [-0.3, -0.2, 0.3], [0.0, 0.1, -0.3], [0.3, -0.3, -0.8], [0.7, 0.1, -0.1], [-0.1, 0.4, -0.2], [0.3, 0.0, 0.2], [0.4, 0.3, -0.2], [-0.6, -0.2, 0.0], [0.6, 0.7, 0.7], [2.2, -0.5, -1.3], [-1.1, 0.5, -0.8], [-1.6, 0.7, 0.4], [-0.7, 0.2, 0.0], [0.3, 0.0, 0.0], [0.1, -0.6, 0.1], [0.0, 0.2, 0.9], [0.1, -1.1, -0.1], [0.0, -0.3, 0.3], [-0.3, 0.1, -0.5], [0.0, 0.2, 0.4], [0.7, 1.4, 0.6], [0.4, 0.7, -0.1], [-0.9, -1.3, -0.2], [0.9, -1.2, -0.2], [-0.1, 0.2, 0.3], [-0.1, 0.1, 0.4], [0.0, 0.3, 0.0], [-1.0, -0.4, -0.9], [-0.2, 0.1, 0.2], [0.1, 0.4, -0.3], [-0.1, -0.2, 0.2], [0.3, 0.1, 0.0], [1.0, -0.2, 0.2], [0.9, -0.4, -0.8], [0.2, -1.2, 0.7], [-1.2, 0.2, -0.1], [-0.1, -0.1, 0.1], [-0.2, 0.1, -0.2], [0.1, 0.0, 0.1], [0.2, -0.3, 0.3], [-0.3, 0.6, -0.2], [-1.1, 0.0, -0.2], [0.1, 0.7, 0.1], [0.3, 0.6, 0.0], [0.5, 0.4, 0.0], [-0.5, -1.8, -0.3], [0.4, 0.7, 0.3], [0.1, 0.5, 0.7], [-0.4, -0.2, -0.6], [-0.6, 0.5, -0.5], [0.1, 0.1, 1.0], [0.0, 0.1, -0.1], [0.0, -0.1, 0.1], [0.3, -0.4, -0.1], [-0.1, 0.2, -0.1], [0.0, 0.1, -0.4], [-1.6, -0.1, -0.6], [-1.2, -2.3, -1.0], [0.9, -1.6, 0.2], [2.2, 2.2, 2.0], [0.9, -0.2, 0.2], [-0.3, 0.0, 0.3], [-0.4, 0.3, 0.3], [0.2, 1.4, 0.0], [0.0, 0.3, 0.4], [-0.2, 0.5, -0.6], [-0.3, 0.3, -0.1], [0.2, 0.0, -0.2], [0.2, -1.7, -0.6], [-2.4, -0.3, -1.0], [-0.5, 0.8, 0.0], [0.2, 0.8, 0.1], [0.4, 0.9, 0.8], [1.4, 0.2, 0.2], [-0.3, 0.6, 0.7], [0.3, -1.1, -0.8], [-0.1, -0.1, -0.1], [-0.1, 0.6, 0.0], [0.3, 0.2, 0.2], [0.1, 0.0, -0.2], [0.3, -0.4, 0.4], [-0.9, 0.4, -1.2], [0.7, 0.5, 0.4], [0.0, 0.1, -0.1], [-0.1, -0.6, 0.6], [0.1, 0.0, -0.1], [-0.4, -0.6, -1.6], [0.4, 0.5, 0.7], [0.4, 0.0, -0.1], [-0.2, -0.1, 0.5], [-0.2, 0.5, 0.1], [0.0, -0.3, 0.5], [0.6, -0.5, -0.4], [1.1, 0.9, -0.8], [-0.3, 0.2, 0.2], [-0.6, -0.1, 0.3], [-0.1, -0.4, 0.4], [-0.3, -0.4, 0.6]],
  "lowdin_charge": [1.005, 0.016, -0.378, -0.133, -0.153, -0.095, -0.389, 0.044, -0.128, 0.004, -0.001, 0.002, 0.085, 0.051, 0.069, 0.103, 0.116, 0.094, 0.107, 0.102, 0.099, 0.084, 0.053, 0.065, 0.059, 0.077, 0.061, 0.043, 0.075, 0.107, -0.063, -0.493, -0.022, -0.038, 0.070, 0.056, 0.102, 0.116, 0.043, 0.084, 0.069, 0.092, -0.068, -0.477, -0.035, -0.036, 0.082, 0.052, 0.052, 0.125, 0.064, 0.081, 0.084, 0.091, -0.034, -0.409, -0.020, -0.110, 0.079, 0.103, 0.103, 0.114, 0.098, 0.078, 0.071, 0.102, -0.048, -0.444, -0.052, -0.079, 0.065, 0.084, 0.079, 0.143, 0.063, 0.072, 0.057, 0.082, -0.031, -0.542, -0.061, -0.039, 0.081, 0.098, 0.098, 0.144, 0.089, 0.070, 0.074, 0.101, -0.047, -0.412, -0.021, -0.097, 0.065, 0.066, 0.089, 0.138, 0.093, 0.077, 0.074, 0.085, -0.017, -0.441, -0.076, -0.073, 0.073, 0.076, 0.072, 0.127, 0.073, 0.055, 0.069, 0.071, -0.047, -0.462, -0.058, -0.039, 0.053, 0.082, 0.075, 0.113, 0.079, 0.046, 0.082, 0.090, -0.048, -0.438, -0.054, -0.073, 0.081, 0.086, 0.082, 0.136, 0.046, 0.069, 0.062, 0.079, -0.034, -0.463, -0.040, -0.106, 0.089, 0.078, 0.104, 0.159, 0.078, 0.092, 0.102, 0.047, -0.085, -0.124, 0.064, 0.087, 0.105, 0.049, -0.190, -0.091, 0.074, 0.066, 0.072, 0.015, -0.137, -0.120, 0.036, 0.078, 0.063, 0.077, -0.142, -0.114, 0.060, 0.078, 0.057, 0.079, -0.069, -0.140, 0.100, 0.074, 0.044, 0.111],
  "total_charge": 2,
  "s_squared": 3.758,
  "e_tot_ha": -4513.26765,
  "multiplicity": 4
}